Record 1
{"formula": "C53H48CoN4O5P", "method": "ωB97M-V with the def2-TZVPD basis set", "multiplicity": 4, "homo_ev": [-2.5562, -5.1489], "e_tot_ev": -118853.7882, "homo_lumo_gap_ev": [5.12, 7.71], "total_charge": -1, "lumo_ev": [2.6, 2.6], "elements": ["Co", "C", "O", "C", "N", "C", "C", "C", "C", "C", "C", "C", "C", "C", "C", "C", "C", "N", "C", "N", "C", "C", "O", "C", "C", "C", "C", "C", "C", "H", "H", "H", "H", "H", "H", "H", "H", "H", "H", "H", "H", "H", "H", "H", "H", "H", "H", "H", "O", "C", "C", "C", "C", "C", "C", "C", "P", "C", "C", "C", "C", "C", "C", "C", "C", "C", "C", "C", "C", "H", "H", "H", "H", "H", "H", "H", "H", "H", "H", "H", "H", "H", "H", "C", "C", "O", "O", "H", "H", "H", "C", "N", "C", "C", "C", "C", "C", "C", "C", "C", "H", "H", "H", "H", "H", "H", "H", "H", "H", "H", "H", "H"], "xyz": [[0.094, 0.391, -0.541], [3.994, 0.484, -3.623], [3.076, 1.574, -3.637], [2.227, 1.384, -2.582], [2.429, 0.355, -1.865], [3.578, -0.364, -2.391], [4.684, -0.469, -1.362], [5.341, -1.674, -1.150], [6.351, -1.773, -0.205], [6.724, -0.657, 0.526], [6.080, 0.555, 0.309], [5.066, 0.650, -0.629], [1.232, 2.404, -2.316], [1.228, 3.536, -3.095], [0.374, 4.597, -2.763], [-0.306, 4.512, -1.568], [-0.218, 3.374, -0.759], [0.411, 2.215, -1.228], [-0.595, 3.551, 0.615], [-0.471, 2.762, 1.626], [-0.511, 3.611, 2.823], [-1.147, 4.914, 2.317], [-0.983, 4.849, 0.914], [-1.181, 3.059, 4.056], [-1.124, 1.700, 4.328], [-1.685, 1.182, 5.484], [-2.299, 2.027, 6.397], [-2.344, 3.390, 6.145], [-1.790, 3.903, 4.980], [5.009, 0.872, -3.528], [3.905, -0.069, -4.560], [3.270, -1.368, -2.701], [5.051, -2.542, -1.731], [6.846, -2.723, -0.044], [7.508, -0.731, 1.270], [6.369, 1.433, 0.874], [4.537, 1.583, -0.774], [1.910, 3.602, -3.930], [0.309, 5.483, -3.379], [-0.891, 5.345, -1.208], [0.543, 3.795, 3.094], [-0.654, 5.813, 2.687], [-2.215, 4.951, 2.558], [-0.614, 1.068, 3.619], [-1.639, 0.115, 5.675], [-2.727, 1.629, 7.309], [-2.806, 4.060, 6.860], [-1.818, 4.972, 4.802], [2.345, 1.487, 0.703], [1.560, 0.568, 0.758], [1.650, -0.419, 1.871], [2.698, -0.305, 2.792], [2.798, -1.193, 3.842], [1.835, -2.185, 4.006], [0.809, -2.309, 3.085], [0.718, -1.449, 1.992], [-0.340, -1.678, 0.443], [-1.898, -2.272, 1.227], [-2.654, -3.310, 0.680], [-3.859, -3.689, 1.251], [-4.351, -3.025, 2.367], [-3.590, -2.024, 2.945], [-2.371, -1.668, 2.387], [0.549, -3.270, 0.091], [0.274, -4.464, 0.756], [0.981, -5.619, 0.463], [1.985, -5.605, -0.494], [2.254, -4.428, -1.175], [1.545, -3.273, -0.880], [3.419, 0.491, 2.658], [3.621, -1.122, 4.544], [1.901, -2.863, 4.848], [0.073, -3.092, 3.220], [-2.301, -3.816, -0.204], [-4.416, -4.513, 0.822], [-5.316, -3.290, 2.780], [-3.936, -1.512, 3.836], [-1.786, -0.900, 2.865], [-0.501, -4.508, 1.508], [0.744, -6.540, 0.982], [2.550, -6.504, -0.708], [3.020, -4.421, -1.940], [1.748, -2.349, -1.409], [-0.807, -2.647, -3.696], [-0.735, -1.795, -2.437], [-1.303, -2.285, -1.417], [-0.112, -0.724, -2.461], [-1.834, -2.974, -3.851], [-0.185, -3.532, -3.541], [-0.453, -2.087, -4.559], [-1.612, 0.479, -5.426], [-2.282, 0.192, -4.181], [-3.652, -0.209, -4.400], [-2.130, 1.325, -3.266], [-2.692, 1.139, -1.872], [-4.060, 1.395, -1.734], [-4.707, 1.330, -0.513], [-3.955, 1.074, 0.619], [-2.591, 0.851, 0.491], [-1.916, 0.835, -0.734], [-0.559, 0.690, -5.230], [-1.676, -0.385, -6.092], [-2.050, 1.350, -5.951], [-3.669, -1.068, -5.075], [-4.269, 0.594, -4.853], [-4.106, -0.503, -3.456], [-2.618, 2.214, -3.714], [-1.066, 1.531, -3.195], [-4.636, 1.664, -2.615], [-5.774, 1.510, -0.450], [-4.425, 1.051, 1.597], [-2.016, 0.725, 1.397]], "forces_ev_per_a": [[-0.7651, 0.1249, -1.2473], [0.0585, -0.2731, 0.0246], [-0.1575, 0.2538, -0.1653], [0.3517, -0.4726, 0.1775], [-0.2729, -0.1271, -0.0682], [0.1254, 0.1557, -0.1477], [-0.0884, -0.1461, -0.0280], [-0.0646, 0.0664, -0.0158], [0.0875, -0.0447, -0.0180], [0.0254, -0.0387, 0.0350], [0.0119, 0.0877, -0.0460], [-0.0461, -0.0490, 0.0090], [-0.0825, 0.3601, -0.0427], [0.0822, -0.2687, 0.0154], [-0.2079, 0.1768, -0.1137], [-0.0647, -0.1900, -0.0362], [-0.0148, 0.1237, -0.4223], [0.2121, 0.3593, 0.0665], [0.1818, -0.2176, 0.6573], [0.1242, 0.0421, -0.1718], [0.0757, 0.2236, -0.1563], [-0.1238, -0.1570, 0.1509], [0.0972, 0.1182, -0.1088], [0.0556, -0.0680, -0.1401], [-0.0335, -0.0441, 0.0365], [-0.0011, -0.0604, -0.0310], [-0.0198, -0.0176, 0.0806], [0.0055, 0.0509, 0.0251], [0.0515, -0.0449, 0.0062], [-0.0353, 0.0430, -0.0161], [-0.0280, 0.0447, -0.0013], [0.0606, 0.0060, 0.0445], [-0.0441, -0.0784, 0.0295], [-0.0037, 0.0124, 0.0212], [0.0006, 0.0051, -0.0059], [-0.0261, -0.0197, 0.0313], [-0.0311, 0.0267, 0.0509], [-0.0087, -0.0511, 0.0175], [0.0074, -0.0063, -0.0056], [0.0736, -0.0049, -0.0254], [-0.1058, 0.0440, 0.0261], [-0.0487, 0.0259, -0.0077], [0.0185, 0.0191, -0.0301], [0.0533, -0.2337, -0.1624], [0.0212, 0.0123, -0.0019], [-0.0195, -0.0047, -0.0217], [-0.0138, -0.0112, -0.0101], [-0.0415, -0.0109, 0.0092], [-0.1760, -0.2973, 0.2393], [0.2765, 0.4016, -0.0223], [0.2136, -0.4811, 0.7863], [-0.0777, 0.0539, -0.0235], [0.0962, 0.0068, 0.0787], [-0.0693, 0.0394, -0.0576], [-0.0919, -0.0818, 0.2047], [0.0446, 0.5637, -0.3131], [0.1588, -0.4507, 0.7431], [-0.1285, 0.0974, -0.0837], [-0.0045, 0.0402, -0.0249], [-0.0296, -0.0342, 0.0373], [0.0195, -0.0383, 0.0108], [-0.0073, 0.0126, 0.0838], [0.0942, -0.0232, 0.0177], [0.0331, 0.1121, -0.3426], [-0.0084, 0.0827, 0.0021], [0.0838, -0.0494, -0.0065], [-0.0454, -0.0350, -0.0109], [0.1036, -0.0062, 0.0072], [0.0017, 0.1369, 0.0318], [-0.0084, 0.0113, -0.0412], [-0.0183, 0.0448, 0.0022], [-0.0394, -0.0338, -0.0248], [-0.0077, -0.0197, -0.0266], [-0.0135, 0.0226, -0.0436], [-0.0304, 0.0595, -0.0577], [0.0316, -0.0381, 0.0389], [-0.0172, 0.0158, -0.0332], [0.0941, 0.1698, 0.0745], [-0.0497, 0.0311, 0.0140], [0.0025, 0.0282, 0.0412], [-0.0334, -0.0081, -0.0334], [0.0319, 0.0892, -0.0127], [0.0666, 0.0278, -0.0602], [0.0090, 0.2624, 0.1038], [-0.5123, -0.4800, -0.2862], [-0.0415, 0.0361, -0.1793], [0.8619, 0.5151, 0.3949], [0.0067, -0.0080, -0.0115], [-0.0036, -0.0138, 0.0084], [-0.0062, -0.0164, 0.0095], [0.0308, -0.0211, 0.0332], [-0.1193, -0.0968, 0.0906], [0.0704, 0.0116, -0.0097], [0.0796, -0.1030, 0.0149], [-0.0486, 0.0271, 0.1203], [-0.0006, 0.0334, -0.0176], [-0.0842, 0.0686, -0.0283], [0.0204, -0.0096, 0.1079], [-0.1239, 0.0704, -0.1088], [-0.2302, -0.4776, 0.2398], [-0.0012, 0.0093, -0.0122], [-0.0024, 0.0118, -0.0113], [0.0228, -0.0129, -0.0029], [-0.0135, 0.0082, -0.0075], [-0.0024, -0.0148, 0.0092], [-0.0371, -0.0073, -0.0481], [0.0548, 0.0118, 0.0309], [0.0500, 0.0424, -0.0272], [0.0388, 0.0135, -0.0016], [0.0070, 0.0096, 0.0216], [0.0345, -0.0044, 0.0134], [0.0120, -0.0578, 0.0915]], "mulliken_charge": [0.792, -0.656, -0.518, -0.382, 0.725, 0.091, 0.388, -0.420, -0.762, -0.485, -0.743, -0.009, -0.282, -0.503, -1.467, -0.935, 0.267, 1.224, -0.312, 0.268, 0.484, -1.030, -0.378, -0.478, 0.278, -0.619, -0.562, -0.693, -0.471, 0.337, 0.326, 0.385, 0.315, 0.404, 0.392, 0.394, 0.213, 0.552, 0.388, 0.584, 0.334, 0.272, 0.497, 0.301, 0.481, 0.371, 0.365, 0.400, -0.631, 0.343, -0.129, -0.683, -0.841, -0.873, -0.296, 0.629, 2.641, 0.578, -0.758, -0.962, -0.737, -0.632, -0.658, 1.523, -0.581, -0.928, -0.802, -0.573, 0.047, 0.477, 0.386, 0.424, 0.312, 0.563, 0.401, 0.391, 0.509, 0.177, 0.330, 0.447, 0.380, 0.456, -0.539, -1.945, 0.301, -0.722, -0.334, 0.352, 0.394, 0.263, -1.211, 1.082, -1.192, -1.064, 1.145, -0.075, -1.312, -1.151, 0.375, -0.295, 0.209, 0.388, 0.301, 0.333, 0.268, 0.331, 0.769, -0.646, 0.400, 0.377, 0.520, 0.625]}

***

Record 2
{"formula": "C53H48FN7O3ReS3Se", "method": "ωB97M-V with the def2-TZVPD basis set", "multiplicity": 4, "homo_ev": [-6.1974, -11.7163], "e_tot_ev": -174985.3538, "homo_lumo_gap_ev": [1.28, 6.69], "relative_energy_kcal_mol": 17.2, "total_charge": 2, "lumo_ev": [-4.9, -5.0], "elements": ["Re", "N", "S", "N", "S", "N", "S", "N", "C", "C", "C", "C", "C", "C", "C", "C", "C", "C", "C", "C", "C", "C", "C", "C", "C", "C", "C", "C", "C", "C", "C", "C", "C", "C", "C", "C", "C", "C", "C", "C", "C", "C", "C", "C", "H", "H", "H", "H", "H", "H", "H", "H", "H", "H", "H", "H", "H", "H", "H", "H", "H", "H", "H", "H", "H", "H", "H", "H", "H", "H", "H", "H", "H", "H", "F", "C", "C", "C", "C", "O", "C", "C", "N", "C", "C", "C", "C", "C", "C", "N", "C", "C", "N", "C", "C", "C", "O", "O", "H", "H", "H", "H", "H", "H", "H", "H", "H", "H", "H", "H", "H", "H", "H", "H", "H", "H", "Se"], "xyz": [[0.328, -0.061, 0.235], [-1.410, -0.584, 0.034], [-2.462, -1.680, -0.439], [-2.000, -3.212, -0.752], [-0.930, -3.999, -1.587], [0.621, -3.726, -1.211], [1.311, -3.227, 0.156], [0.934, -1.790, 0.648], [3.041, -3.379, -0.204], [3.896, -2.977, 0.791], [5.274, -2.959, 0.582], [5.752, -3.282, -0.692], [4.913, -3.864, -1.644], [3.539, -3.854, -1.430], [0.804, -4.318, 1.485], [0.864, -5.639, 1.280], [0.654, -6.585, 2.339], [0.365, -6.104, 3.582], [0.301, -4.707, 3.810], [0.531, -3.820, 2.791], [-0.833, -3.861, -3.435], [0.238, -3.150, -4.036], [0.467, -3.352, -5.411], [-0.481, -3.930, -6.220], [-1.749, -4.269, -5.667], [-1.882, -4.291, -4.272], [-1.272, -5.718, -1.180], [-2.050, -6.098, -0.102], [-2.076, -7.442, 0.306], [-1.268, -8.392, -0.306], [-0.480, -7.980, -1.409], [-0.516, -6.689, -1.847], [-3.751, -1.750, 0.815], [-4.529, -0.618, 0.852], [-5.539, -0.530, 1.803], [-5.731, -1.520, 2.777], [-4.859, -2.607, 2.751], [-3.973, -2.784, 1.694], [-3.289, -1.224, -1.926], [-4.450, -1.866, -2.245], [-5.195, -1.414, -3.336], [-4.762, -0.397, -4.170], [-3.607, 0.241, -3.816], [-2.880, -0.169, -2.682], [3.539, -2.813, 1.833], [5.930, -2.725, 1.456], [6.810, -3.056, -0.941], [5.313, -4.419, -2.444], [2.807, -4.205, -2.160], [1.172, -5.979, 0.266], [0.665, -7.637, 2.063], [0.239, -6.796, 4.460], [0.071, -4.340, 4.814], [0.481, -2.730, 3.021], [1.022, -2.741, -3.358], [1.430, -3.130, -5.826], [-0.233, -4.095, -7.255], [-2.574, -4.559, -6.308], [-2.786, -4.631, -3.767], [-2.597, -5.420, 0.560], [-2.796, -7.799, 1.047], [-1.185, -9.436, 0.013], [0.099, -8.791, -1.979], [0.023, -6.492, -2.777], [-4.415, 0.218, 0.099], [-6.209, 0.340, 1.706], [-6.507, -1.452, 3.576], [-4.927, -3.470, 3.477], [-3.398, -3.705, 1.564], [-4.755, -2.769, -1.681], [-6.151, -1.929, -3.527], [-5.429, -0.114, -4.945], [-3.151, 0.993, -4.412], [-2.005, 0.462, -2.405], [0.647, 6.178, -2.170], [0.515, 5.910, -0.808], [-0.046, 4.716, -0.439], [0.076, 4.247, 0.924], [-0.093, 2.850, 1.199], [-0.222, 2.008, 0.197], [0.007, 2.561, 2.615], [0.133, 3.539, 3.564], [0.547, 4.800, 3.249], [0.686, 5.762, 4.297], [2.098, 6.051, 4.780], [1.152, 5.234, 5.618], [0.561, 5.201, 1.880], [0.865, 6.549, 1.517], [1.154, 6.788, 0.117], [2.017, 7.794, -0.261], [3.044, 8.199, 0.710], [4.135, 9.047, 0.116], [3.465, 10.129, -0.630], [2.746, 9.566, -1.867], [2.116, 8.180, -1.699], [0.361, 1.162, 3.012], [0.459, 0.893, 4.207], [0.657, 0.333, 2.085], [-0.479, 4.032, -1.191], [-0.020, 3.377, 4.657], [0.066, 6.696, 4.430], [2.344, 7.011, 5.235], [2.950, 5.488, 4.353], [0.634, 5.884, 6.347], [1.385, 4.152, 5.669], [1.078, 7.306, 2.300], [3.427, 7.221, 1.104], [2.642, 8.750, 1.549], [4.860, 8.521, -0.542], [4.691, 9.451, 0.949], [4.146, 10.913, -0.915], [2.767, 10.617, -0.050], [3.456, 9.620, -2.693], [1.983, 10.288, -2.084], [2.512, 7.381, -2.376], [1.042, 8.312, -2.021], [1.096, 0.080, -1.813]], "forces_ev_per_a": [[-0.8664, 1.3722, 0.3877], [-5.5949, -2.8511, -1.3513], [3.8439, 1.8904, 0.7805], [-0.2956, -0.8506, -0.1237], [1.9147, 1.2072, 1.2445], [-1.3825, -0.9015, -1.2243], [-2.5871, 4.4499, 1.1476], [1.8564, -5.6586, -0.0416], [0.1189, -0.4726, -1.0038], [0.3958, -0.3084, 2.0854], [-0.1163, 0.2848, 0.0719], [0.9420, 0.2359, 0.3085], [-0.8540, 0.5862, 1.3221], [-0.6988, -0.0860, 0.3715], [0.4890, 1.6186, 1.2963], [0.6462, -2.8285, -0.6894], [-0.0999, 0.7446, -1.8673], [-0.0427, -0.2195, 1.6114], [-0.1217, -0.6405, 0.2365], [-0.1271, 1.4195, -0.3361], [0.0709, 1.4828, -0.8418], [0.9331, -1.6292, 1.4354], [-0.1227, 0.1953, 1.0331], [-1.4103, -0.1352, 0.7226], [1.0746, 0.0542, 0.4158], [-0.2122, -0.1679, 0.5447], [0.1081, -0.1422, -0.0559], [-0.4063, -0.1019, 1.0012], [-0.1583, -0.6644, -0.3538], [0.6659, 0.5530, -0.7266], [0.0937, -2.4318, 0.0763], [0.3920, 0.5550, -1.2479], [0.2588, -0.0258, -0.7415], [-0.4760, 1.5701, -0.7510], [-0.7456, 0.5587, -0.0902], [0.2743, 0.2181, 0.3899], [-0.5373, -1.7354, 0.3807], [1.1168, -0.5602, 0.1583], [0.1064, 0.3981, 0.3658], [-1.3273, -1.3699, -0.4245], [-0.7645, -1.5495, 0.5744], [-0.4408, -0.3959, 1.2025], [1.1778, -0.5292, 0.5253], [1.2763, 2.2150, -0.5614], [0.0578, 0.1858, -0.9726], [-0.4772, 0.0245, -1.1619], [-0.7068, -0.7184, 0.2847], [0.4499, 0.0042, -1.2585], [0.4557, -0.0850, 0.0880], [-0.3508, -0.0773, 0.8619], [0.1624, 0.1832, 0.3916], [0.0243, 0.7481, -1.1106], [0.1455, -0.0923, -0.4253], [0.1678, -0.9279, -0.5486], [-0.6754, -0.1237, -0.8334], [0.2648, 0.4927, -0.0522], [-0.2757, -0.0131, -0.2246], [0.1072, -0.1325, 0.1712], [-0.0188, -0.1333, -0.4612], [0.1595, 0.1098, -0.7576], [0.3992, 0.5020, 0.0805], [-0.3969, 0.4592, 0.0046], [-0.8010, 1.5607, 0.9070], [-0.0655, 0.4038, 0.3947], [-0.0477, -1.1071, 1.0272], [0.3598, -0.5416, 0.4069], [0.7560, 0.0824, -0.9378], [-0.1317, 1.2926, -0.7852], [-0.1537, 0.3259, 0.3478], [-0.0859, 0.7630, -0.3109], [0.5902, 0.3451, -0.0271], [-0.0468, 0.4188, -0.8457], [-0.0152, 0.7166, -0.3678], [-0.5750, -0.8296, -0.0905], [-0.6568, -0.6675, 1.4895], [0.2459, -0.5356, -0.9141], [0.3947, -0.2802, 0.4060], [0.2393, 1.4175, -1.4142], [0.5337, 0.2253, 0.0827], [0.0417, 1.1315, 1.9137], [0.1663, -1.5978, -1.8050], [0.5668, 1.3325, 0.4366], [-1.7537, -0.1809, -1.2393], [0.9960, 1.5135, 0.8479], [0.7426, -0.5588, 0.3149], [-0.3388, 0.5174, -0.1064], [-1.1762, 0.2213, 0.3947], [1.0253, -1.2300, -0.7086], [-0.0751, 0.7110, 1.1551], [-0.7634, -0.5731, -0.4693], [0.2066, -1.8217, -0.1820], [0.2699, -0.6342, -0.1937], [0.3749, -0.3671, -1.5661], [0.7863, 0.1313, 0.1719], [-1.3865, 0.3865, 0.0597], [-0.7584, 1.5999, 3.2299], [-0.1286, -0.1485, -1.1573], [1.2126, -0.9381, 0.1527], [0.4828, 0.5236, 0.4430], [0.3659, -0.3338, -1.3234], [0.0118, -1.5691, -1.0539], [-0.0553, -0.0487, -0.6689], [-0.7486, 0.5205, 0.1093], [0.6377, -1.4986, 0.4789], [-0.4309, 1.0792, 0.7363], [0.0810, -0.7546, -0.8171], [0.1693, 0.8729, -0.0238], [-0.4410, 0.2152, 0.1276], [-0.7185, 0.3173, 0.2808], [0.2815, 0.5176, 0.1586], [-0.0653, -0.3201, 0.0114], [-0.4639, 0.2698, 0.6863], [0.0974, -0.2563, 0.1537], [-0.4711, 0.4469, -0.0016], [0.2747, 0.8034, 0.8836], [1.1952, -0.1025, 0.2034], [1.3884, 0.4722, -2.3360]], "mulliken_charge": [1.336, -0.736, 1.001, 0.272, 1.206, 0.037, 1.227, 0.053, 0.548, -0.510, -0.648, -0.483, -0.823, -0.087, 0.571, -0.337, -0.940, -0.568, -0.613, -0.586, 0.298, -0.407, -0.828, -0.449, -0.850, -0.379, 0.461, 0.213, -0.855, -0.616, -0.533, -1.032, 0.502, -0.761, -0.509, -0.575, -0.649, 0.117, 0.247, -0.483, -0.627, -0.746, -0.694, -0.016, 0.365, 0.371, 0.387, 0.459, 0.346, 0.427, 0.523, 0.360, 0.488, 0.458, 0.376, 0.458, 0.453, 0.465, 0.495, 0.251, 0.433, 0.469, 0.350, 0.438, 0.374, 0.411, 0.393, 0.380, 0.142, 0.432, 0.409, 0.513, 0.532, 0.101, -0.263, 0.415, -0.856, 0.213, 0.904, -0.836, -0.420, -0.176, 0.381, -0.359, -0.448, -0.994, 0.464, -1.438, -0.074, 0.371, -0.567, -1.491, -0.632, -1.251, -0.353, 0.184, -0.697, -0.449, 0.481, 0.751, 0.408, 0.306, 0.229, 0.289, 0.455, 0.400, 0.339, 0.355, 0.218, 0.794, 0.739, 0.812, 0.181, 0.468, 0.437, 0.210, -0.310]}